Entry 1:
Here is 5 unconnected molecules or ions with the total composition C42H54F9NO7PS2 in a non-equilibrium geometry from the Open Molecules 2025 dataset. Energies are from ωB97M-V/def2-TZVPD.

```
116
Properties=species:S:1:pos:R:3:mulliken_charge:R:1
S 3.865 -0.996 -4.526 1.74
S 1.213 0.832 -2.552 1.17
P 0.749 -1.067 0.325 0.49
F -4.498 -0.602 0.813 -0.23
F 2.302 4.335 -3.941 -0.22
F -1.968 -0.547 7.380 -0.32
F 2.840 1.947 -4.329 -0.29
F 1.695 0.206 4.838 -0.01
F 3.434 2.197 -2.199 -0.26
F 0.380 3.473 -3.375 -0.19
F 3.212 10.727 -6.410 -0.31
F 1.828 4.126 -1.820 -0.21
O 3.100 -0.517 -5.634 -0.62
O 0.415 0.533 -3.699 -0.63
O 0.507 1.421 -1.462 -0.56
O -4.473 0.673 -1.942 -0.42
O 0.691 -3.627 -5.374 -0.26
O 1.164 -3.024 -6.585 -0.34
O 4.634 -2.179 -4.814 -0.74
N 1.639 -1.650 -1.152 -0.11
C 2.242 -0.606 -2.062 -0.47
C 2.391 7.718 -4.599 -0.27
C 5.049 0.192 -3.911 -1.14
C 2.830 -1.543 -3.152 -1.22
C 1.545 -2.323 -3.519 0.75
C 1.753 -3.558 -4.444 -0.73
C -0.744 -2.557 7.418 -0.20
C -1.198 -4.167 9.146 -0.50
C -2.173 -3.331 9.672 -0.38
C -1.394 -3.065 -2.675 -1.38
C 1.925 8.881 -7.081 -0.38
C 3.453 1.694 7.634 -0.42
C 0.881 0.902 6.937 -0.53
C -3.079 -1.159 -2.619 -1.20
C 2.690 9.521 -6.126 0.29
C -1.715 -1.742 7.962 0.31
C 1.124 1.452 8.186 -0.43
C 1.152 -2.773 -2.103 -0.83
C 2.288 0.427 2.062 -1.09
C -1.607 -1.555 -2.839 1.12
C 1.623 7.053 -5.546 -0.32
C -0.987 -1.503 0.590 0.81
C -3.143 0.289 -2.176 -0.29
C 1.874 -1.014 1.776 -0.71
C 3.220 1.136 6.386 -0.52
C 2.402 2.155 -3.084 0.63
C -4.972 -2.393 2.269 -0.53
C -5.907 -2.315 0.043 -0.21
C -4.568 1.996 -1.432 -0.80
C -2.434 -2.105 9.081 -0.47
C -5.624 -3.596 2.496 -0.50
C -0.484 -3.778 8.022 -0.43
C -0.154 -3.508 -1.881 -1.80
C -6.410 -4.163 1.501 -0.51
C 2.935 8.960 -4.889 -0.48
C -6.548 -3.523 0.277 -0.60
C 1.936 0.753 6.064 0.42
C 1.670 3.563 -3.023 0.71
C -1.492 -0.605 1.745 -1.17
C -5.128 -1.775 1.045 0.41
C 1.393 7.635 -6.785 -0.46
C 2.407 1.850 8.534 -0.59
H 0.309 1.570 8.886 0.40
H -1.656 -1.385 -0.251 -1.00
H 4.452 2.007 7.904 0.37
H -3.533 -1.768 -1.838 0.01
H -0.111 0.592 6.642 0.56
H 0.814 -1.724 -4.048 -0.03
H 1.771 -4.479 -3.871 0.40
H 4.956 1.134 -4.427 0.31
H 3.050 -0.153 -1.488 0.74
H 1.403 1.051 2.106 0.34
H -1.984 -1.213 2.491 0.15
H 2.568 7.268 -3.631 0.36
H 0.280 -4.426 7.614 0.35
H -6.915 -5.101 1.682 0.39
H -0.375 -3.672 -0.831 0.51
H -3.185 -1.435 9.479 0.43
H 2.797 0.483 3.008 0.25
H -1.000 -0.939 -2.179 -1.14
H -5.521 -4.091 3.452 0.39
H 1.447 -1.505 2.643 0.46
H 0.798 7.117 -7.525 0.36
H -6.008 -1.792 -0.900 0.52
H -2.662 0.912 -2.933 0.49
H 3.482 -2.253 -2.648 0.44
H 2.941 0.810 1.284 0.31
H 1.203 6.084 -5.318 0.34
H 2.668 -3.413 -5.004 0.54
H -2.260 -3.521 -2.208 0.57
H 4.023 0.998 5.673 0.38
H -1.118 -2.530 0.923 0.63
H -7.159 -3.964 -0.499 0.39
H -2.584 0.365 -1.237 0.29
H -3.600 2.492 -1.468 0.33
H 0.508 -2.339 -6.759 0.32
H -0.203 -2.236 6.537 0.47
H 1.899 -3.549 -1.938 0.53
H 3.541 9.493 -4.169 0.41
H -5.246 2.578 -2.045 0.29
H 4.917 0.294 -2.838 0.22
H -2.170 0.154 1.383 0.20
H -4.353 -1.936 3.030 0.49
H -3.644 -1.315 -3.532 0.58
H 1.752 9.355 -8.037 0.42
H 0.057 -4.514 -2.240 0.58
H -4.892 1.973 -0.396 0.26
H 2.467 -2.074 -0.736 0.67
H 6.025 -0.249 -4.062 0.57
H -1.310 -3.499 -3.666 0.46
H -0.660 -0.125 2.257 0.22
H 2.594 2.283 9.508 0.38
H -2.732 -3.635 10.547 0.37
H -1.383 -1.285 -3.865 1.08
H 2.782 -1.551 1.489 0.65
H -0.994 -5.121 9.613 0.38
```

E_tot (eV): -115654.5768
LUMO level (eV): -3.302
Charge: +1
Orbital gap (eV): 7.2938
Multiplicity: 1

Entry 2:
Here is C5H8NP in the gas phase in a non-equilibrium geometry from the Open Molecules 2025 dataset. Energies are from ωB97M-V/def2-TZVPD.

```
15
Properties=species:S:1:pos:R:3:nbo_charge:R:1
P 2.918 -0.049 -0.144 0.14
N 0.498 1.431 0.449 -0.44
C -0.555 -0.852 -0.497 -0.21
C 1.501 0.767 0.193 0.09
C 0.252 -1.488 0.322 -0.38
C -1.537 0.157 0.019 -0.44
C -0.776 1.466 -0.194 -0.22
H 0.200 -1.519 1.412 0.20
H 1.237 -2.058 -0.028 0.21
H 2.690 -1.247 0.615 -0.01
H -2.416 0.197 -0.558 0.22
H -1.294 2.412 0.219 0.21
H -0.276 -0.827 -1.586 0.21
H -0.661 1.632 -1.213 0.20
H -1.780 -0.022 0.990 0.21
```

E_tot (eV): -16089.9962
ΔE to the lowest compared entry with this formula, charge and spin (kJ/mol): 278.40
LUMO level (eV): 0.629
SMILES: C=CCCN=C=P
Charge: 0
Orbital gap (eV): 8.7408
Multiplicity: 1

Entry 3:
Here is C3H4N2O in the gas phase from the Open Molecules 2025 dataset. Energies are from ωB97M-V/def2-TZVPD.

```
10
Properties=species:S:1:pos:R:3:nbo_charge:R:1
O -1.200 0.491 -1.614 -0.67
N 1.038 -0.266 1.037 -0.33
N -0.003 -1.048 1.335 -0.24
C -0.421 0.171 -0.535 0.19
C -0.903 -0.765 0.407 -0.10
C 0.842 0.496 -0.084 -0.15
H -1.902 -1.178 0.421 0.21
H 1.926 -0.461 1.480 0.41
H -0.960 1.288 -2.096 0.49
H 1.562 1.256 -0.352 0.22
```

E_tot (eV): -8202.4504
ΔE to the lowest compared entry with this formula, charge and spin (kJ/mol): 138.46
LUMO level (eV): 0.758
SMILES: Oc1cn[nH]c1
Charge: 0
Orbital gap (eV): 9.4940
Multiplicity: 1

Entry 4:
Here is 2 unconnected molecules or ions with the total composition C4H11NOS in a non-equilibrium geometry from the Open Molecules 2025 dataset. Energies are from ωB97M-V/def2-TZVPD.

```
18
Properties=species:S:1:pos:R:3:nbo_charge:R:1
S 1.449 2.016 -1.307 0.65
O -0.004 1.617 -2.096 -0.89
N 1.614 0.899 -0.066 -0.81
C -1.042 -0.277 2.092 -0.41
C 2.170 -0.402 -0.377 -0.42
C -1.614 -0.902 1.147 -0.17
C -1.791 -0.377 -0.240 -0.65
H 1.164 0.890 0.856 0.39
H -1.332 -1.103 -0.963 0.21
H 2.974 -0.591 0.274 0.19
H -1.937 -1.915 1.259 0.19
H -0.462 0.728 1.990 0.18
H 2.415 -0.438 -1.476 0.21
H -2.856 -0.280 -0.432 0.22
H -1.051 -0.770 3.088 0.20
H 1.350 -1.131 -0.224 0.19
H -1.284 0.542 -0.453 0.23
H 0.237 1.491 -3.072 0.48
```

E_tot (eV): -18696.9341
ΔE to the lowest compared entry with this formula, charge and spin (kJ/mol): 287.96
LUMO level (eV): 0.756
SMILES: C=CC.CNSO
Charge: 0
Orbital gap (eV): 9.4514
Multiplicity: 1